This record from the Open Molecules 2025 dataset describes 3 unconnected molecules or ions with the total composition C22H44FN3O2 at a distorted geometry. The level of theory is the ωB97M-V functional and the def2-TZVPD basis.

Positions of all 72 atoms, in Å:
F (2.274, -4.304, 4.324)
C (2.447, -4.025, 2.988)
O (3.558, -3.229, 2.774)
C (3.292, -1.853, 3.051)
C (2.793, -1.178, 1.754)
N (2.614, 0.265, 1.848)
C (1.335, 0.638, 2.417)
O (0.326, 0.397, 1.428)
C (-0.685, -0.420, 1.878)
C (-1.537, -0.110, 2.915)
C (-2.541, -0.978, 3.264)
C (-2.739, -2.169, 2.612)
C (-1.862, -2.503, 1.595)
C (-0.862, -1.632, 1.251)
H (1.538, -3.575, 2.565)
H (2.635, -4.959, 2.446)
H (4.233, -1.382, 3.349)
H (2.543, -1.714, 3.840)
H (1.882, -1.687, 1.429)
H (3.531, -1.379, 0.968)
H (3.377, 0.713, 2.341)
H (1.133, 0.175, 3.394)
H (1.386, 1.726, 2.561)
H (-1.428, 0.822, 3.466)
H (-3.238, -0.749, 4.065)
H (-3.549, -2.844, 2.865)
H (-1.944, -3.426, 1.029)
H (-0.180, -1.909, 0.450)
C (-1.296, 6.274, -0.977)
C (0.103, 6.517, -0.428)
N (0.441, 5.671, 0.702)
C (1.669, 6.074, 1.368)
C (2.984, 5.975, 0.584)
C (0.285, 4.240, 0.490)
C (1.090, 3.597, -0.646)
H (-2.052, 6.412, -0.203)
H (-1.501, 6.984, -1.780)
H (-1.404, 5.274, -1.397)
H (0.150, 7.559, -0.098)
H (0.826, 6.418, -1.252)
H (1.768, 5.502, 2.295)
H (1.544, 7.113, 1.689)
H (3.335, 4.947, 0.507)
H (3.763, 6.537, 1.105)
H (2.900, 6.390, -0.420)
H (-0.774, 4.035, 0.315)
H (0.509, 3.715, 1.422)
H (1.094, 4.203, -1.554)
H (0.654, 2.629, -0.902)
H (2.121, 3.409, -0.351)
C (-3.408, -1.700, -2.951)
C (-1.971, -2.197, -3.008)
N (-1.766, -3.470, -2.340)
C (-0.363, -3.813, -2.185)
C (0.467, -4.067, -3.449)
C (-2.632, -4.557, -2.766)
C (-2.596, -4.965, -4.245)
H (-3.751, -1.609, -1.919)
H (-3.473, -0.716, -3.417)
H (-4.092, -2.357, -3.490)
H (-1.345, -1.448, -2.514)
H (-1.650, -2.225, -4.061)
H (-0.283, -4.688, -1.533)
H (0.115, -3.000, -1.627)
H (0.255, -5.043, -3.884)
H (1.530, -4.058, -3.197)
H (0.308, -3.304, -4.211)
H (-3.661, -4.288, -2.515)
H (-2.422, -5.435, -2.150)
H (-2.569, -4.104, -4.915)
H (-3.492, -5.540, -4.489)
H (-1.742, -5.602, -4.469)

Computed properties:
Max |F|   0.0331 hartree/bohr
Charge   0
Structure (SMILES)   FCOCCNCOc1ccccc1.CCN(CC)CC.CCN(CC)CC

***

This record from the Open Molecules 2025 dataset describes a molecular structure, C5H11N3O at a distorted geometry. The level of theory is the ωB97M-V functional and the def2-TZVPD basis.

Positions of all 20 atoms, in Å:
C (-2.486, -0.124, 0.019)
C (0.759, 0.983, -0.423)
C (-3.630, -0.379, 0.767)
C (2.432, -0.154, 0.793)
C (1.288, -1.339, -1.075)
N (-1.605, 0.174, -0.667)
N (0.799, 2.220, -0.046)
N (1.505, -0.036, -0.330)
O (-0.743, 0.572, -1.439)
H (-4.297, -1.150, 0.193)
H (-4.196, 0.520, 0.876)
H (-3.347, -0.791, 1.760)
H (2.337, 0.472, 1.570)
H (2.169, -1.245, 1.172)
H (3.519, -0.201, 0.329)
H (2.046, -2.165, -0.710)
H (0.250, -1.604, -0.856)
H (1.374, -1.247, -2.138)
H (1.724, 2.606, -0.016)
H (0.103, 2.888, 0.218)

Computed properties:
Max |F|   0.1337 hartree/bohr
Relative energy (zero: lowest compared OMol25 entry of this formula, charge and spin)   5.3402 eV
Charge   +2

***

| no. | electronic energy (Eh) | LUMO energy (eV) | HOMO (eV) |
| --- | --- | --- | --- |
| 1 | -1279.1995 | 0.7 | -8.06 |
| 2 | -435.7800 | -9.4 | -19.32 |